{
  "formula": "C89H198F12N11O18S4",
  "method": "ωB97M-V/def2-TZVPD",
  "symbols": ["C", "O", "C", "C", "N", "H", "H", "C", "C", "O", "C", "H", "H", "H", "H", "H", "H", "H", "H", "H", "H", "H", "H", "H", "H", "C", "O", "C", "C", "N", "H", "H", "C", "C", "O", "C", "H", "H", "H", "H", "H", "H", "H", "H", "H", "H", "H", "H", "H", "H", "C", "O", "C", "C", "N", "H", "H", "C", "C", "O", "C", "H", "H", "H", "H", "H", "H", "H", "H", "H", "H", "H", "H", "H", "H", "C", "C", "C", "N", "C", "C", "C", "C", "C", "H", "H", "H", "H", "H", "H", "H", "H", "H", "H", "H", "H", "H", "H", "H", "H", "H", "H", "C", "C", "C", "N", "C", "C", "C", "C", "C", "H", "H", "H", "H", "H", "H", "H", "H", "H", "H", "H", "H", "H", "H", "H", "H", "H", "H", "C", "C", "C", "N", "C", "C", "C", "C", "C", "H", "H", "H", "H", "H", "H", "H", "H", "H", "H", "H", "H", "H", "H", "H", "H", "H", "H", "C", "C", "C", "N", "C", "C", "C", "C", "C", "H", "H", "H", "H", "H", "H", "H", "H", "H", "H", "H", "H", "H", "H", "H", "H", "H", "H", "C", "C", "C", "N", "C", "C", "C", "C", "C", "H", "H", "H", "H", "H", "H", "H", "H", "H", "H", "H", "H", "H", "H", "H", "H", "H", "H", "C", "C", "C", "N", "C", "C", "C", "C", "C", "C", "H", "H", "H", "H", "H", "H", "H", "H", "H", "H", "H", "H", "H", "H", "H", "H", "H", "H", "H", "H", "C", "C", "C", "N", "C", "C", "C", "C", "C", "C", "H", "H", "H", "H", "H", "H", "H", "H", "H", "H", "H", "H", "H", "H", "H", "H", "H", "H", "H", "H", "C", "C", "C", "N", "C", "C", "C", "C", "C", "C", "H", "H", "H", "H", "H", "H", "H", "H", "H", "H", "H", "H", "H", "H", "H", "H", "H", "H", "H", "H", "C", "F", "F", "F", "S", "O", "O", "O", "C", "F", "F", "F", "S", "O", "O", "O", "C", "F", "F", "F", "S", "O", "O", "O", "C", "F", "F", "F", "S", "O", "O", "O"],
  "positions_angstrom": [[-4.88, -0.60, 1.34], [-4.93, -0.87, -0.05], [-4.45, 0.23, -0.84], [-4.95, -0.08, -2.26], [-6.25, -0.70, -2.24], [-6.28, -1.48, -1.54], [-7.02, -0.09, -2.00], [-6.60, -1.35, -3.53], [-8.06, -1.86, -3.45], [-8.22, -2.82, -2.48], [-9.58, -3.19, -2.46], [-5.74, -0.02, 1.64], [-3.92, -0.13, 1.58], [-4.91, -1.58, 1.86], [-3.36, 0.37, -0.98], [-4.82, 1.10, -0.31], [-4.24, -0.74, -2.77], [-4.85, 0.80, -2.90], [-5.81, -2.07, -3.62], [-6.61, -0.56, -4.28], [-8.40, -2.22, -4.42], [-8.65, -0.95, -3.29], [-10.25, -2.48, -2.06], [-9.81, -4.06, -1.83], [-10.06, -3.38, -3.40], [-0.38, 1.26, 2.23], [-0.30, 1.13, 0.75], [-0.09, 2.30, -0.02], [0.80, 1.81, -1.13], [2.07, 1.34, -0.45], [2.53, 2.14, -0.07], [1.65, 0.82, 0.39], [3.07, 0.51, -1.20], [2.53, -0.87, -1.27], [2.24, -1.29, 0.02], [0.96, -1.99, 0.15], [0.28, 0.45, 2.65], [-1.47, 1.08, 2.38], [-0.13, 2.29, 2.54], [0.29, 3.19, 0.52], [-1.07, 2.52, -0.51], [0.96, 2.61, -1.92], [0.37, 0.98, -1.61], [3.97, 0.55, -0.62], [3.45, 0.95, -2.14], [3.33, -1.47, -1.77], [1.62, -0.84, -1.90], [0.19, -1.21, 0.26], [0.95, -2.68, 1.02], [0.72, -2.61, -0.69], [9.26, -2.24, 5.56], [8.70, -0.99, 5.11], [9.43, -0.41, 4.08], [8.62, 0.77, 3.57], [7.19, 0.30, 3.56], [7.02, -0.17, 2.68], [7.12, -0.43, 4.28], [6.30, 1.46, 3.74], [4.86, 0.98, 3.94], [4.67, -0.02, 3.01], [3.54, -0.79, 3.22], [9.91, -2.02, 6.40], [9.81, -2.72, 4.74], [8.41, -2.88, 5.87], [9.57, -1.14, 3.29], [10.43, -0.07, 4.39], [8.89, 1.07, 2.56], [8.65, 1.62, 4.24], [6.38, 2.12, 2.88], [6.61, 2.09, 4.58], [4.23, 1.85, 3.74], [4.67, 0.57, 4.92], [3.37, -1.49, 2.40], [2.65, -0.20, 3.31], [3.62, -1.41, 4.15], [5.19, -2.72, -6.19], [6.36, -1.84, -5.88], [7.17, -1.68, -7.17], [8.31, -0.76, -7.11], [9.29, -1.22, -6.09], [7.86, 0.67, -6.83], [9.02, 1.54, -7.22], [9.74, 0.73, -8.37], [9.05, -0.61, -8.44], [5.46, -3.69, -6.63], [4.58, -2.26, -6.97], [4.52, -2.92, -5.32], [7.01, -2.26, -5.11], [6.01, -0.84, -5.53], [6.47, -1.21, -7.88], [7.52, -2.62, -7.58], [9.47, -2.32, -6.31], [8.90, -1.05, -5.10], [10.20, -0.72, -6.30], [7.59, 0.79, -5.79], [6.93, 0.70, -7.42], [9.64, 1.64, -6.32], [8.69, 2.46, -7.63], [10.81, 0.73, -8.13], [9.59, 1.15, -9.34], [9.84, -1.40, -8.54], [8.49, -0.62, -9.36], [-6.83, -7.31, -4.42], [-5.85, -7.78, -5.52], [-5.13, -6.61, -6.14], [-4.09, -7.04, -7.20], [-4.85, -7.64, -8.35], [-2.99, -8.03, -6.76], [-1.98, -7.99, -7.84], [-2.03, -6.51, -8.38], [-3.24, -5.91, -7.59], [-6.36, -7.13, -3.43], [-7.56, -8.07, -4.25], [-7.46, -6.49, -4.74], [-6.48, -8.29, -6.24], [-5.19, -8.53, -5.04], [-4.53, -6.12, -5.36], [-5.74, -5.85, -6.63], [-5.74, -7.03, -8.68], [-5.17, -8.66, -8.08], [-4.25, -7.63, -9.25], [-3.47, -8.99, -6.65], [-2.64, -7.73, -5.80], [-2.39, -8.66, -8.62], [-0.98, -8.37, -7.57], [-2.18, -6.56, -9.47], [-1.07, -5.98, -8.16], [-3.87, -5.23, -8.18], [-2.92, -5.44, -6.68], [-0.08, 4.04, -10.99], [0.12, 3.54, -9.59], [0.38, 4.74, -8.67], [0.95, 4.41, -7.28], [-0.02, 3.48, -6.55], [1.23, 5.66, -6.51], [2.34, 5.27, -5.45], [3.06, 4.12, -6.06], [2.36, 3.79, -7.42], [-0.54, 3.31, -11.66], [0.85, 4.31, -11.44], [-0.74, 4.90, -11.07], [1.02, 2.90, -9.60], [-0.75, 2.99, -9.28], [-0.45, 5.40, -8.56], [1.17, 5.35, -9.21], [0.37, 3.48, -5.53], [0.16, 2.51, -6.93], [-1.02, 3.92, -6.59], [0.34, 6.12, -6.16], [1.80, 6.36, -7.17], [1.81, 5.08, -4.50], [2.94, 6.14, -5.34], [3.01, 3.23, -5.45], [4.08, 4.28, -6.34], [2.28, 2.76, -7.61], [2.81, 4.35, -8.28], [1.78, -6.43, -1.49], [3.26, -6.30, -1.06], [3.46, -5.29, 0.02], [4.87, -5.14, 0.44], [5.65, -4.32, -0.56], [5.51, -6.52, 0.67], [6.67, -6.17, 1.60], [6.29, -4.92, 2.43], [4.97, -4.48, 1.81], [1.44, -5.51, -1.92], [1.13, -6.80, -0.70], [1.68, -7.24, -2.25], [3.86, -6.06, -1.99], [3.67, -7.25, -0.83], [2.87, -5.62, 0.92], [3.11, -4.31, -0.36], [5.85, -4.96, -1.41], [6.55, -3.95, -0.10], [5.06, -3.41, -0.79], [5.89, -6.82, -0.30], [4.79, -7.29, 1.04], [7.53, -5.89, 0.96], [7.02, -6.99, 2.16], [7.04, -4.17, 2.45], [6.10, -5.14, 3.47], [4.83, -3.36, 1.76], [4.20, -4.81, 2.52], [-3.78, -2.60, 6.26], [-3.07, -1.26, 6.63], [-2.93, -1.25, 8.13], [-2.32, 0.00, 8.75], [-3.13, 1.26, 8.40], [-0.90, 0.21, 8.41], [-0.23, 0.89, 9.57], [-1.26, 0.90, 10.72], [-2.30, -0.08, 10.26], [-3.93, -2.60, 5.16], [-4.71, -2.75, 6.83], [-3.08, -3.39, 6.53], [-3.59, -0.36, 6.33], [-2.12, -1.25, 6.11], [-2.37, -2.08, 8.55], [-3.92, -1.31, 8.63], [-2.80, 2.10, 9.06], [-4.12, 1.02, 8.65], [-3.00, 1.60, 7.37], [-0.78, 0.59, 7.39], [-0.46, -0.78, 8.24], [0.04, 1.90, 9.41], [0.72, 0.37, 9.82], [-1.58, 1.93, 10.94], [-0.78, 0.61, 11.65], [-3.32, 0.13, 10.58], [-1.98, -1.09, 10.44], [-6.48, 9.37, -0.77], [-5.72, 8.37, 0.07], [-6.56, 8.03, 1.32], [-6.22, 6.88, 2.15], [-4.86, 6.94, 2.72], [-4.71, 8.07, 3.66], [-5.66, 8.04, 4.82], [-7.08, 7.81, 4.31], [-7.10, 6.70, 3.37], [-6.36, 5.67, 1.30], [-5.91, 9.68, -1.65], [-6.67, 10.27, -0.18], [-7.44, 9.00, -1.07], [-4.79, 8.84, 0.31], [-5.61, 7.47, -0.49], [-7.58, 7.94, 0.92], [-6.60, 8.93, 1.99], [-4.18, 7.04, 1.87], [-4.77, 6.05, 3.29], [-4.70, 9.06, 3.09], [-3.69, 7.88, 3.96], [-5.61, 9.01, 5.30], [-5.32, 7.28, 5.51], [-7.53, 8.73, 3.89], [-7.66, 7.54, 5.19], [-8.12, 6.56, 2.94], [-6.77, 5.81, 3.89], [-6.16, 4.79, 1.92], [-5.64, 5.76, 0.47], [-7.44, 5.70, 0.98], [3.40, 10.93, 3.41], [3.11, 10.24, 4.72], [2.60, 8.83, 4.56], [2.19, 8.14, 5.81], [1.57, 6.85, 5.43], [1.33, 5.87, 6.58], [2.63, 5.64, 7.42], [3.09, 7.05, 7.92], [3.37, 7.93, 6.66], [1.17, 8.95, 6.50], [2.51, 11.36, 2.94], [3.84, 10.34, 2.65], [4.08, 11.72, 3.68], [2.39, 10.85, 5.26], [4.08, 10.21, 5.23], [3.43, 8.29, 4.16], [1.79, 8.69, 3.82], [2.37, 6.41, 4.83], [0.63, 7.13, 4.94], [1.05, 4.97, 6.07], [0.46, 6.07, 7.22], [3.41, 5.28, 6.75], [2.50, 4.95, 8.26], [3.97, 6.92, 8.50], [2.36, 7.54, 8.54], [4.05, 7.35, 6.09], [3.80, 8.86, 7.05], [1.54, 9.95, 6.71], [0.89, 8.50, 7.43], [0.32, 9.10, 5.83], [-4.47, -5.80, -0.93], [-4.33, -7.17, -0.20], [-5.52, -7.23, 0.73], [-5.76, -8.50, 1.52], [-4.49, -8.82, 2.25], [-4.79, -9.86, 3.36], [-5.76, -9.33, 4.35], [-7.10, -9.05, 3.67], [-6.87, -8.06, 2.51], [-6.18, -9.63, 0.70], [-5.50, -5.69, -1.33], [-3.68, -5.56, -1.72], [-4.43, -5.08, -0.09], [-3.40, -7.28, 0.39], [-4.40, -7.94, -0.97], [-6.44, -7.08, 0.11], [-5.47, -6.44, 1.48], [-4.20, -7.85, 2.66], [-3.74, -9.11, 1.49], [-3.82, -10.05, 3.84], [-5.12, -10.78, 2.91], [-5.34, -8.39, 4.71], [-5.86, -9.95, 5.23], [-7.70, -8.46, 4.35], [-7.57, -9.98, 3.38], [-6.60, -7.07, 2.85], [-7.78, -8.03, 1.89], [-5.45, -9.78, -0.08], [-7.16, -9.37, 0.30], [-6.32, -10.58, 1.26], [6.70, 0.58, -1.54], [6.14, 1.62, -0.98], [5.97, 0.25, -2.65], [7.97, 0.90, -1.94], [6.65, -0.76, -0.24], [5.25, -1.03, -0.11], [7.46, -1.84, -0.80], [7.25, -0.08, 0.89], [-2.66, 3.07, 4.82], [-1.74, 2.28, 5.24], [-3.30, 3.62, 5.86], [-2.18, 4.14, 4.14], [-3.82, 2.18, 3.83], [-4.89, 3.15, 3.51], [-3.18, 1.76, 2.53], [-4.17, 1.06, 4.67], [3.08, 5.70, 1.35], [2.57, 6.70, 2.13], [2.33, 5.64, 0.25], [4.34, 5.95, 1.01], [2.99, 4.23, 2.35], [3.28, 3.12, 1.41], [3.96, 4.42, 3.36], [1.53, 4.27, 2.74], [-0.73, -1.72, -5.83], [-0.74, -0.66, -6.73], [-1.46, -2.73, -6.38], [0.47, -2.16, -5.65], [-1.44, -1.08, -4.18], [-0.62, 0.11, -3.97], [-2.86, -0.82, -4.48], [-1.29, -2.21, -3.30]],
  "lumo_ev": -9.52,
  "total_energy_ha": -8255.08527,
  "homo_energy_ha": -0.671,
  "total_charge": 7
}